Here is 7 unconnected molecules or ions with the total composition C42H45F5N9O3 from the OMol25 dataset. Energies are from ωB97M-V/def2-TZVPD.

CARTESIAN COORDINATES (ANGSTROEM)
C (-6.0115, -5.6552, -0.3853)
C (-7.2926, -4.8943, -0.0001)
C (-7.6546, -3.9214, -1.1689)
C (-7.1663, -4.0118, 1.2851)
C (-6.0283, -4.4051, 2.2744)
C (-4.7158, -3.7174, 2.0175)
C (-4.4672, -2.3971, 1.9269)
N (-3.1216, -2.1581, 1.7081)
N (-2.4371, -0.9426, 1.5308)
C (-1.7545, -1.0769, 0.2416)
O (-0.6406, -1.4637, 0.1232)
F (-2.4551, -0.7427, -0.8202)
C (-1.4655, -0.6876, 2.5586)
O (-0.7121, 0.2211, 2.4453)
F (-1.4476, -1.4406, 3.6529)
C (-2.5445, -3.3525, 1.6906)
N (-3.4319, -4.2979, 1.8561)
C (-3.0951, -5.7306, 1.9118)
O (-3.1935, -6.3953, 0.6774)
C (-2.1305, -6.1923, -0.1486)
F (-0.9487, -6.4071, 0.4204)
F (-2.2486, -7.0700, -1.1353)
F (-2.1457, -4.9858, -0.7357)
H (-6.2058, -6.2056, -1.3162)
H (-5.7804, -6.4299, 0.3624)
H (-5.1572, -4.9734, -0.4969)
H (-8.1323, -5.5939, 0.1015)
H (-6.7661, -3.3146, -1.4007)
H (-7.9727, -4.4969, -2.0467)
H (-8.4674, -3.2709, -0.8184)
H (-8.1064, -4.1298, 1.8444)
H (-7.1082, -2.9513, 1.0053)
H (-5.9069, -5.4953, 2.3045)
H (-6.3812, -4.1353, 3.2822)
H (-5.1994, -1.6030, 2.0199)
H (-1.5071, -3.6597, 1.5696)
H (-3.8363, -6.1950, 2.5705)
H (-2.1278, -5.8355, 2.4175)
N (-0.0414, 4.0549, 1.3302)
C (0.1310, 2.7610, 1.0501)
C (0.7479, 2.2974, -0.1022)
C (1.2104, 3.2271, -1.0201)
C (1.0406, 4.5736, -0.7506)
C (0.4131, 4.9325, 0.4330)
H (-0.2479, 2.0675, 1.7923)
H (0.8633, 1.2344, -0.2761)
H (1.6969, 2.9064, -1.9333)
H (1.3861, 5.3294, -1.4418)
H (0.2616, 5.9760, 0.6869)
N (2.1411, 6.3890, -4.0187)
C (3.1540, 6.4987, -3.1579)
C (3.9116, 7.6471, -2.9992)
C (3.6036, 8.7467, -3.7825)
C (2.5564, 8.6551, -4.6852)
C (1.8594, 7.4597, -4.7623)
H (3.3594, 5.6102, -2.5703)
H (4.7206, 7.6781, -2.2828)
H (4.1722, 9.6635, -3.6911)
H (2.2856, 9.4914, -5.3149)
H (1.0303, 7.3421, -5.4514)
N (4.0080, -7.0117, -2.3956)
C (4.2593, -6.8509, -1.0959)
C (3.2944, -6.5055, -0.1623)
C (1.9958, -6.3100, -0.6030)
C (1.7140, -6.4691, -1.9500)
C (2.7525, -6.8216, -2.7994)
H (5.2901, -7.0094, -0.7989)
H (3.5509, -6.3899, 0.8822)
H (1.2172, -6.0369, 0.0923)
H (0.7127, -6.3245, -2.3353)
H (2.5800, -6.9613, -3.8610)
N (6.1647, 4.9737, -4.3407)
C (5.0617, 4.2555, -4.5549)
C (5.0441, 2.8705, -4.6214)
C (6.2407, 2.1912, -4.4602)
C (7.3986, 2.9181, -4.2385)
C (7.3053, 4.3007, -4.1864)
H (4.1525, 4.8295, -4.6799)
H (4.1175, 2.3398, -4.7957)
H (6.2706, 1.1095, -4.5067)
H (8.3526, 2.4255, -4.1084)
H (8.1847, 4.9111, -4.0119)
N (-0.9720, 9.5916, 4.6580)
C (-1.6327, 8.5636, 5.1906)
C (-1.8331, 7.3554, 4.5406)
C (-1.3211, 7.2070, 3.2626)
C (-0.6329, 8.2635, 2.6892)
C (-0.4860, 9.4278, 3.4279)
H (-2.0176, 8.7278, 6.1914)
H (-2.3756, 6.5537, 5.0231)
H (-1.4563, 6.2788, 2.7192)
H (-0.2184, 8.1884, 1.6927)
H (0.0479, 10.2805, 3.0224)
N (2.6490, -4.0094, 2.6895)
C (3.6711, -3.9110, 3.5412)
C (4.4562, -2.7754, 3.6715)
C (4.1674, -1.6815, 2.8713)
C (3.1109, -1.7646, 1.9786)
C (2.3901, -2.9461, 1.9310)
H (3.8612, -4.7919, 4.1440)
H (5.2717, -2.7495, 4.3808)
H (4.7574, -0.7767, 2.9424)
H (2.8528, -0.9334, 1.3359)
H (1.5508, -3.0602, 1.2504)

2S+1: 1
HOMO-LUMO gap: 6.932 eV
Charge: +1
HOMO: -10.74 eV
Total energy: -77415.9174 eV

Mulliken atomic charge list, values in e, 5 entries: C -1.153; C 0.560; C -1.585; C -1.015; C -0.960


Here is a single C11H14N2O molecule from the OMol25 dataset. Energies are from ωB97M-V/def2-TZVPD.

CARTESIAN COORDINATES (ANGSTROEM)
C (-0.6018, 1.0766, -1.8207)
C (3.6210, 1.9573, 1.4663)
C (3.2984, 2.0751, 0.1233)
C (3.0088, 0.9774, 2.2363)
C (2.2522, 1.3710, -0.4273)
C (1.9694, 0.2081, 1.7219)
C (1.5931, 0.3132, 0.3575)
C (-2.1236, -1.5196, -1.3595)
C (-3.1293, -0.2108, 0.4000)
C (-0.9610, 0.4744, -0.5304)
C (0.4357, -0.4443, -0.2481)
N (-0.1958, 1.7091, -2.6664)
N (-2.1969, -0.3022, -0.5840)
O (0.6829, -1.0198, -1.4765)
H (4.2964, 2.6888, 1.8727)
H (3.9080, 2.7729, -0.4518)
H (3.2405, 1.0426, 3.3331)
H (2.1033, 1.2881, -1.4919)
H (1.5905, -0.5610, 2.3617)
H (-2.0982, -2.4125, -0.6355)
H (-3.0788, -1.7620, -1.8968)
H (-1.1548, -1.3919, -1.9100)
H (-2.8950, -0.8148, 1.2487)
H (-3.4451, 0.8364, 0.6850)
H (-4.1935, -0.5643, 0.0506)
H (-1.0704, 1.1009, 0.3210)
H (0.1747, -1.2790, 0.3615)
H (1.5228, -0.6594, -1.6326)

ΔE to the lowest compared entry with this formula, charge and spin: 391.7 kJ/mol
2S+1: 1
HOMO-LUMO gap: 8.958 eV
Charge: 0
Structure (SMILES): CN(C)[C@H](C#N)[C@@H](O)c1ccccc1
HOMO: -8.25 eV
Total energy: -16658.8528 eV

natural (NBO) atomic charge list, values in e, 5 entries: C 0.289; C -0.201; C -0.205; C -0.207; C -0.217


Here is a single C5H5NO molecule from the OMol25 dataset. Energies are from ωB97M-V/def2-TZVPD.

CARTESIAN COORDINATES (ANGSTROEM)
O (-1.9787, 0.0589, -0.4351)
C (-1.0356, -0.7213, 0.2421)
C (0.3940, -0.4060, -0.2568)
C (0.7281, 1.0227, -0.1717)
C (0.9596, 2.2019, -0.2409)
C (1.3853, -1.2786, 0.3887)
N (2.1319, -2.0135, 0.8730)
H (-1.8063, 0.9855, -0.2169)
H (-1.0811, -0.5950, 1.3309)
H (-1.2605, -1.7650, 0.0070)
H (0.4034, -0.6482, -1.3294)
H (1.1893, 3.2372, -0.3658)

ΔE to the lowest compared entry with this formula, charge and spin: 236.5 kJ/mol
2S+1: 1
HOMO-LUMO gap: 11.446 eV
Charge: 0
Structure (SMILES): C#C[C@@H](C#N)CO
HOMO: -10.78 eV
Total energy: -8800.9683 eV

natural (NBO) atomic charge list, values in e, 5 entries: O -0.698; C -0.030; C -0.428; C -0.010; C -0.205


Here is a molecular structure, C31H30Br4FeN3O5PS from the OMol25 dataset. Energies are from ωB97M-V/def2-TZVPD.

CARTESIAN COORDINATES (ANGSTROEM)
Fe (-0.8043, -0.1613, -0.6184)
Br (-5.9405, -3.6011, -3.7461)
C (-4.7936, -2.8506, -2.4323)
C (-5.0419, -3.0279, -1.0872)
Br (-6.5488, -4.0294, -0.5115)
C (-4.1758, -2.4649, -0.1306)
Br (-4.4272, -2.7134, 1.7302)
C (-3.0660, -1.7046, -0.4996)
O (-2.2208, -1.1876, 0.3224)
C (-2.8124, -1.5105, -1.9150)
O (-1.7483, -0.8446, -2.2330)
C (-3.6718, -2.0985, -2.8318)
Br (-3.2134, -1.8653, -4.6630)
C (-0.1438, -3.1591, -0.9214)
N (0.6913, -1.9596, -0.9882)
C (1.8121, -2.1372, -0.0686)
C (1.1623, -1.7366, -2.3519)
C (1.7284, -0.3381, -2.5085)
N (0.6841, 0.6737, -2.4480)
C (1.2503, 1.9855, -2.1681)
C (-0.0731, 0.7490, -3.6907)
H (0.4445, -4.0580, -1.1754)
H (-0.9755, -3.0744, -1.6175)
H (-0.5370, -3.2613, 0.0896)
H (2.3829, -3.0430, -0.3384)
H (1.4365, -2.2324, 0.9453)
H (2.4825, -1.2804, -0.1006)
H (0.3097, -1.8717, -3.0181)
H (1.9304, -2.4824, -2.6214)
H (2.3073, -0.2629, -3.4474)
H (2.4209, -0.1359, -1.6895)
H (1.8950, 2.3273, -2.9985)
H (1.8501, 1.9399, -1.2622)
H (0.4445, 2.7025, -2.0149)
H (0.5776, 1.1078, -4.5082)
H (-0.9020, 1.4428, -3.5543)
H (-0.5056, -0.2130, -3.9472)
O (0.1582, -1.6482, 2.6852)
S (0.0137, -0.2105, 2.5475)
O (-1.1363, 0.3657, 3.1959)
O (0.2429, 0.2785, 1.1710)
C (1.4028, 0.4189, 3.5239)
C (1.2123, 0.2287, 4.8944)
C (2.1623, 0.6263, 5.8114)
C (3.3248, 1.2492, 5.3689)
C (3.5110, 1.4546, 4.0171)
C (2.5695, 1.0307, 3.0680)
P (2.8134, 1.4518, 1.2863)
C (4.6419, 1.5731, 1.1498)
C (5.4726, 0.5825, 1.6803)
C (6.8300, 0.5574, 1.3978)
C (7.3916, 1.5181, 0.5682)
C (6.5769, 2.4970, 0.0172)
C (5.2189, 2.5197, 0.2994)
C (2.2918, 3.2111, 1.4157)
C (3.0839, 4.2454, 1.9158)
C (2.5747, 5.5300, 2.0206)
C (1.2631, 5.7941, 1.6394)
C (0.4626, 4.7690, 1.1612)
C (0.9757, 3.4826, 1.0498)
H (0.2884, -0.2321, 5.2182)
H (1.9917, 0.4688, 6.8697)
H (4.0730, 1.5897, 6.0752)
H (4.4039, 1.9671, 3.6841)
H (5.0492, -0.1786, 2.3249)
H (7.4509, -0.2204, 1.8265)
H (8.4521, 1.5001, 0.3483)
H (6.9985, 3.2485, -0.6400)
H (4.5952, 3.2849, -0.1479)
H (4.1042, 4.0495, 2.2251)
H (3.2010, 6.3271, 2.4053)
H (0.8686, 6.8004, 1.7209)
H (-0.5612, 4.9412, 0.8539)
H (0.3312, 2.6924, 0.6847)
N (-1.9274, 2.7680, -0.8477)
C (-1.5806, 1.6697, -0.6936)

2S+1: 1
HOMO-LUMO gap (spin up / spin down): 5.257 / 5.320 eV
Charge: -2
HOMO (spin up / spin down): -1.39 / -1.45 eV
Total energy: -382025.6814 eV

Mulliken atomic charge list, values in e, 5 entries: Fe 1.442; Br -0.253; C 0.197; C 0.248; Br -0.235


Here is a molecular structure, C15H19AlBF5NO3P from the OMol25 dataset. Energies are from ωB97M-V/def2-TZVPD.

CARTESIAN COORDINATES (ANGSTROEM)
C (-0.7450, -3.6929, 1.2357)
C (-0.8945, -3.3899, -0.3683)
O (0.3566, -3.4547, -1.1383)
B (1.3943, -2.5490, -0.6133)
O (2.6861, -3.1854, -0.1768)
N (1.2875, -1.0490, -0.4190)
C (1.6851, -0.5250, 0.9773)
C (1.6656, 1.0646, 1.3775)
P (2.1780, 1.6594, 3.1489)
O (1.0443, 2.5902, 3.7400)
C (1.2024, 2.1339, 0.2237)
C (1.0804, 3.7693, 0.4199)
C (-0.3584, 4.2944, 1.0898)
C (-0.7367, 5.8715, 1.3479)
C (0.4054, 6.9867, 0.9191)
C (1.8411, 6.4659, 0.2669)
C (2.2191, 4.8744, 0.0013)
C (0.8224, 1.5328, -1.2548)
C (0.8580, -0.1105, -1.5641)
C (0.4304, -0.6066, -3.0664)
C (-1.0700, -1.3452, -3.1057)
F (1.4758, -1.3850, -3.7884)
H (-0.4900, -2.6681, 1.7708)
H (-1.8215, -3.9976, 1.6513)
H (0.0601, -4.5287, 1.4100)
H (-1.6401, -4.1636, -0.8883)
H (-1.4006, -2.3284, -0.4765)
H (2.9469, -3.9155, -0.8205)
H (2.0267, -1.3043, 1.8095)
H (3.4022, 2.4677, 3.1320)
H (2.5013, 0.5297, 4.0317)
H (-1.1843, 3.4873, 1.3753)
H (-1.7864, 6.1127, 1.8084)
H (0.1260, 8.1217, 1.0869)
H (2.5994, 7.3249, -0.0357)
H (3.2341, 4.5302, -0.4782)
H (0.5147, 2.2668, -2.1189)
H (0.2784, 0.3867, -3.7115)
H (-1.0040, -2.5122, -3.1560)
H (-1.6264, -0.9499, -4.0725)
H (-1.6694, -0.9451, -2.1537)
F (-4.8625, -7.2574, -0.5148)
Al (-4.7791, -5.5729, 0.1166)
F (-4.3676, -4.4474, -1.2279)
F (-3.5121, -5.4721, 1.3927)
F (-6.3739, -5.1143, 0.8165)

ΔE to the lowest compared entry with this formula, charge and spin: 1847.0 kJ/mol
2S+1: 1
HOMO-LUMO gap: 6.272 eV
Charge: 0
HOMO: -9.97 eV
Total energy: -53636.6899 eV

natural (NBO) atomic charge list, values in e, 5 entries: C -0.689; C -0.103; O -0.743; B 1.357; O -0.927


Here is a molecular structure, C17H26GeN3O7STa from the OMol25 dataset. Energies are from ωB97M-V/def2-TZVPD.

CARTESIAN COORDINATES (ANGSTROEM)
Ta (-0.7813, -0.1839, 0.3076)
O (1.9907, -3.3361, 2.4691)
C (1.8314, -2.3908, 1.5255)
O (1.0819, -2.5092, 0.5944)
C (2.6161, -1.1417, 1.8501)
O (2.3948, -0.1796, 0.8533)
C (2.3712, 1.1447, 1.3577)
C (1.1151, 1.3750, 2.2223)
O (1.1322, 2.1612, 3.1485)
O (0.1081, 0.6516, 1.8559)
H (1.3402, -4.0341, 2.2844)
H (2.2629, -0.8007, 2.8328)
H (3.6845, -1.3743, 1.9417)
H (3.2725, 1.3810, 1.9313)
H (2.2939, 1.7979, 0.4868)
O (0.1046, 2.0598, -0.7650)
N (0.0503, 2.2833, -2.0533)
C (-0.4025, 3.4766, -2.4775)
C (-0.4418, 3.8193, -3.8055)
C (-0.0086, 2.8839, -4.7490)
C (0.4258, 1.6571, -4.3141)
C (0.4665, 1.3176, -2.9455)
S (0.9904, -0.1811, -2.3776)
H (-0.7255, 4.1347, -1.6851)
H (-0.8063, 4.7945, -4.0922)
H (-0.0235, 3.1237, -5.8045)
H (0.7476, 0.8906, -5.0033)
N (-3.3803, 1.5746, 1.5235)
C (-2.5544, 2.6368, 1.7810)
C (-2.7435, 3.5036, 0.7435)
N (-3.6510, 2.9929, -0.1458)
C (-4.0040, 1.8335, 0.3476)
H (-3.4131, 0.7125, 2.0469)
H (-1.9161, 2.6795, 2.6452)
H (-2.2738, 4.4565, 0.5724)
H (-4.7031, 1.1551, -0.1115)
C (-2.6070, -0.5114, -2.2511)
O (-1.8023, -0.5142, -1.1257)
H (-3.5071, -1.1138, -2.0800)
H (-2.0600, -0.9269, -3.1035)
H (-2.9161, 0.5106, -2.4975)
C (-0.9941, -4.8729, 1.8584)
Ge (-1.9432, -3.3701, 0.8848)
C (-3.8586, -3.9467, 1.1162)
C (-1.5806, -3.6905, -1.0388)
C (-1.6886, -1.6030, 1.5699)
H (-1.6277, -5.7598, 1.8639)
H (-0.7878, -4.6077, 2.8977)
H (-0.0651, -5.1369, 1.3480)
H (-4.0545, -4.8766, 0.5779)
H (-4.5272, -3.1757, 0.7328)
H (-4.0957, -4.1056, 2.1691)
H (-1.5220, -4.7592, -1.2493)
H (-0.6497, -3.2098, -1.3339)
H (-2.3832, -3.2721, -1.6456)
H (-1.3764, -1.6004, 2.6182)

ΔE to the lowest compared entry with this formula, charge and spin: 373.2 kJ/mol
2S+1: 2
HOMO-LUMO gap (spin up / spin down): 6.360 / 6.800 eV
Charge: -1
HOMO (spin up / spin down): -3.51 / -3.97 eV
Total energy: -105756.5065 eV

natural (NBO) atomic charge list, values in e, 5 entries: Ta 1.829; O -0.697; C 0.783; O -0.565; C -0.177